(a)
The following is a DFT calculation (the ωB97M-V functional and the def2-TZVPD basis) of one molecule with the formula C3H3Cl2F.

As for the LUMO energy: 0.8 eV. For the molar mass, the calculation gives 128.96 g mol⁻¹. The SMILES is F/C=C(/Cl)CCl. The HOMO energy is -9.684 eV.

```
9
Properties=species:S:1:pos:R:3:mulliken_charge:R:1
F -1.6061 -1.1802 -0.2499 -0.227
C -1.3825 0.0999 -0.4680 -0.195
C -0.1415 0.5349 -0.2068 0.154
Cl 0.2980 2.2103 -0.1654 -0.165
C 0.9126 -0.4345 0.3760 -0.364
Cl 2.4280 -0.3054 -0.4458 -0.176
H -2.2942 0.6044 -0.7951 0.389
H 0.6652 -1.4351 0.5474 0.320
H 1.1205 -0.0943 1.4075 0.264
```



(b)
The following is a DFT calculation (the ωB97M-V functional and the def2-TZVPD basis) of a 2-piece molecular cluster, C3H3Cl2F overall.

As for the LUMO energy: -0.7 eV. For the molar mass, the calculation gives 128.96 g mol⁻¹. The HOMO energy is -8.756 eV.

```
9
Properties=species:S:1:pos:R:3:mulliken_charge:R:1
C 0.6873 1.5721 0.3473 -0.582
C -0.0444 0.5975 0.6948 0.210
C -0.3724 -1.4578 -0.7062 -0.087
F -0.8693 0.5332 1.8039 -0.214
Cl -1.6010 -2.4226 -0.0826 -0.080
Cl 1.1708 -2.0539 -1.0222 -0.071
H 0.8322 2.3016 1.1236 0.272
H 1.0840 1.7228 -0.6457 0.249
H -0.8872 -0.7930 -1.5129 0.303
```



(c)
The following is a DFT calculation (the ωB97M-V functional and the def2-TZVPD basis) of one molecule with the formula C3H3Cl2F.

As for the LUMO energy: 0.8 eV. For the molar mass, the calculation gives 128.96 g mol⁻¹. The SMILES is F[C@]1(Cl)C[C@H]1Cl. The HOMO energy is -10.279 eV.

```
9
Properties=species:S:1:pos:R:3:mulliken_charge:R:1
F -1.5990 0.4600 -0.9154 -0.232
C -0.7538 -0.2990 -0.2200 0.524
Cl -1.3422 -1.9675 -0.0916 -0.163
C -0.0061 0.5169 0.8336 -0.693
C 0.6702 0.0058 -0.5391 -0.159
Cl 1.8989 -1.1462 -0.3883 -0.166
H -0.2344 1.5140 0.8052 0.269
H 0.4504 0.1362 1.7586 0.277
H 0.9159 0.7798 -1.2431 0.342
```



Which is most stable, and by how much? (a), by 0.304 eV.



(a)
The following is a DFT calculation (the ωB97M-V functional and the def2-TZVPD basis) of C41H64GeN5O3P3Y as an isolated structure.

As for the expectation value of S²: 0.758. As for the LUMO energy (alpha / beta): -1.8 / -1.8 eV. For the molar mass, the calculation gives 929.43 g mol⁻¹. The HOMO energy (alpha / beta) is -5.366 / -5.371 eV. As for the multiplicity: 2.

```
118
Properties=species:S:1:pos:R:3:mulliken_charge:R:1
Y 2.4904 -3.5530 1.3208 1.394
C -5.1465 -3.3257 0.9381 -1.748
C -4.3677 -4.2197 -0.0428 0.749
C -4.1195 -5.6452 0.5256 -1.322
P -2.7212 -3.7212 -0.5650 -0.183
C -2.6445 -1.7226 -0.3675 -1.029
N -1.8538 -0.7041 -1.0950 0.969
Ge -0.2452 0.4253 -0.3506 -0.673
N -0.6468 1.7473 1.0349 0.672
C -0.8708 1.1570 2.3129 -1.088
P 0.5713 1.1893 3.5933 0.023
C -1.3690 2.2893 5.9600 -0.395
C -0.7347 2.7459 7.2594 -1.162
C -0.7055 1.3095 5.1749 -0.800
C 1.2707 2.8869 3.2893 1.226
C 2.6745 2.9728 3.9615 -1.683
C 0.5505 4.0927 3.9405 -1.504
C -1.5395 2.7870 0.6838 0.652
C -1.9708 3.7604 1.6151 -0.239
C -2.9492 4.6657 1.2864 -0.957
C -3.5930 4.5666 0.0163 -0.934
C -3.0501 3.7039 -0.9280 -0.584
C -1.9556 2.9007 -0.5865 0.242
N -1.1774 2.0931 -1.5285 0.815
C -1.9104 1.3213 -2.5229 -0.487
C -1.9793 1.7490 -3.8534 -0.499
C -2.7847 1.0675 -4.7551 -1.032
C -3.6906 0.0987 -4.2714 -0.670
C -3.5294 -0.3877 -2.9714 -1.315
C -2.4810 0.0530 -2.0907 1.268
C 0.0059 2.6925 -2.1200 -0.586
C 0.2914 4.0515 -2.2502 -0.349
C 1.2208 4.4412 -3.1801 -0.836
C 1.7749 3.4844 -4.0597 -0.662
C 1.6177 2.1155 -3.7852 -1.284
C 0.9121 1.7128 -2.6528 1.631
N 1.0128 0.5903 -1.9117 0.244
C 1.6710 -0.5801 -2.4359 -0.673
P 3.5475 -0.7265 -1.8560 0.006
C 4.5460 -0.9882 -3.4878 0.662
C 4.6861 -2.4374 -3.6248 -1.182
C 5.7113 -0.0316 -3.8688 -1.618
C 4.0348 0.8996 -0.9500 0.600
C 4.1427 2.3251 -1.4828 -1.106
C 3.5173 0.9209 0.5083 -0.910
C -2.9784 -3.8681 -2.3984 0.741
C -3.3602 -5.3324 -2.7337 -1.624
C -1.7610 -3.3218 -3.1857 -1.139
H -6.1253 -3.7951 1.1406 0.474
H -5.2817 -2.3152 0.5127 0.463
H -4.6229 -3.2808 1.9128 0.348
H -5.0138 -4.3034 -0.9593 0.231
H -4.7855 -5.7331 1.4301 0.405
H -3.1165 -5.7378 0.9111 0.378
H -4.3114 -6.4585 -0.2002 0.303
H -2.2348 -1.7198 0.6934 -0.153
H -3.6943 -1.3792 -0.3401 0.731
H -1.1068 0.0667 2.1475 -0.115
H -1.7723 1.6119 2.7938 0.891
H -2.2927 2.7003 5.6928 0.595
H 0.3020 3.1287 7.1923 0.254
H -0.7556 1.9144 7.9748 0.355
H -1.4306 3.4768 7.7545 0.293
H -0.1304 0.6752 5.8799 0.452
H 4.1987 -1.5102 2.4380 0.283
H -1.5582 0.8112 4.7151 0.333
H 1.3197 3.0345 2.1915 -0.073
H 2.6340 3.0599 5.0593 0.384
H 3.1832 3.8772 3.5540 0.434
H 3.3138 2.1705 3.6682 0.405
H 0.8003 4.0909 5.0326 0.308
H -0.5305 4.0915 3.8981 0.320
H 0.9469 5.0477 3.6156 0.406
H -1.6263 3.6285 2.6231 -0.165
H -3.2450 5.4767 1.9736 0.420
H -4.5178 5.1201 -0.1846 0.365
H -3.3716 3.7597 -1.9567 0.452
H -1.3815 2.5945 -4.1783 0.416
H -2.6233 1.3310 -5.8101 0.358
H -4.4655 -0.3159 -4.9127 0.423
H -4.2399 -1.1120 -2.5801 0.593
H -0.1434 4.7865 -1.5944 0.494
H 1.4364 5.5226 -3.2838 0.342
H 2.3703 3.8245 -4.9065 0.422
H 2.1275 1.4006 -4.4738 0.209
H 1.6478 -0.6742 -3.5281 0.699
H 1.2200 -1.4929 -2.0508 0.056
H 3.8159 -0.7716 -4.2939 0.023
H 5.7376 -2.7247 -3.3116 0.324
H 4.4589 -2.9044 -4.6185 0.286
H 4.0682 -2.9165 -2.8448 0.315
H 5.4597 1.0162 -4.0418 0.238
H 6.0089 -0.5585 -4.7340 0.594
H 6.4789 -0.1284 -3.0941 0.309
H 5.1141 0.5957 -0.8420 0.518
H 3.4477 2.6120 -2.3078 0.045
H 5.1623 2.4757 -1.8877 0.406
H 3.9332 3.0290 -0.6536 0.295
H 2.5962 1.5320 0.6266 0.079
H 4.2254 1.3966 1.2047 0.696
H 3.3579 -0.0955 0.8903 -0.470
H -3.8817 -3.2431 -2.5840 0.143
H -2.5162 -6.0345 -2.6198 0.384
H -3.7119 -5.4409 -3.7796 0.394
H -4.1300 -5.7381 -2.0718 0.326
H -1.3664 -4.0814 -3.8459 0.489
H -0.9789 -2.9287 -2.5294 0.062
H -2.0448 -2.4881 -3.8201 0.184
N 3.2952 -4.8942 3.2190 -0.652
C 2.3579 -4.2975 4.2426 -0.332
C 0.9542 -4.0260 3.5814 0.525
O -0.0538 -4.7599 3.5583 -0.559
O 1.0216 -2.9559 2.6317 -0.488
H 3.2667 -6.0168 3.3812 0.311
H 4.1945 -4.4690 3.4554 0.290
H 2.6326 -3.3539 4.6910 0.290
H 1.9857 -5.0995 4.9487 0.321
O 3.8736 -2.3558 2.0950 -0.756
```



(b)
The following is a DFT calculation (the ωB97M-V functional and the def2-TZVPD basis) of C41H64GeN5O3P3Y as an isolated structure.

As for the expectation value of S²: 0.755. As for the LUMO energy (alpha / beta): -2.7 / -2.7 eV. For the molar mass, the calculation gives 929.43 g mol⁻¹. The HOMO energy (alpha / beta) is -6.521 / -6.500 eV. As for the multiplicity: 2.

```
118
Properties=species:S:1:pos:R:3:mulliken_charge:R:1
Y 2.3874 -0.6724 -1.2481 0.562
C 0.5238 -5.5143 -1.1421 -1.372
C -0.6325 -4.4440 -1.0611 0.465
C -0.6821 -4.1163 0.4344 -1.610
P -0.1688 -2.8842 -2.2643 0.384
C -1.8234 -1.8518 -2.1316 -1.265
N -2.1996 -1.3831 -0.7902 0.277
Ge -0.9496 0.1306 -0.1499 0.487
N -1.1461 2.4475 -0.3866 0.463
C -0.4682 2.9951 -1.5581 -0.718
P 1.2828 3.5010 -1.3059 0.204
C 1.4182 4.7878 -0.0126 0.553
C 0.6201 6.0943 -0.1296 -1.442
C 1.1435 4.0342 1.3220 -0.557
C 2.7309 5.2485 -4.0789 0.009
C 3.9402 4.4930 -3.6825 -0.677
C 1.7310 4.4479 -4.5763 -0.756
C -2.3653 2.9330 -0.1177 0.356
C -2.7791 4.2586 0.1507 0.065
C -4.0908 4.6367 0.0053 -1.030
C -4.9643 3.7363 -0.6740 -0.508
C -4.6431 2.4095 -0.7623 -0.992
C -3.4658 2.0328 -0.0731 -0.102
N -3.2292 0.8369 0.6914 1.177
C -4.0438 -0.3720 0.5163 -0.230
C -5.2789 -0.4911 1.1623 -0.188
C -6.0441 -1.6275 0.8567 -1.102
C -5.7407 -2.4316 -0.2274 -0.679
C -4.5185 -2.2685 -0.8683 -1.213
C -3.5372 -1.3539 -0.4135 0.897
C -2.8944 1.1129 2.0789 0.392
C -3.7418 1.8756 2.8979 -0.263
C -3.7207 1.6287 4.2721 -0.930
C -2.7892 0.7453 4.8435 -0.910
C -1.8550 0.1214 3.9989 -0.933
C -1.8244 0.3677 2.5896 0.849
N -0.7924 -0.0529 1.7682 0.588
C 0.2620 -0.8325 2.2441 -1.205
P 1.9049 -0.8020 1.3989 0.088
C 2.3019 0.9065 2.1749 2.571
C 2.5484 0.8762 3.6708 -1.704
C 3.5082 1.5610 1.4837 -1.815
C 2.4048 -4.6026 5.9428 -0.067
C 1.0901 -4.5219 5.9330 -0.440
C 2.9785 -3.1459 5.7069 -0.556
C -0.5316 -3.8769 -4.0071 0.371
C -1.8301 -4.6760 -3.9678 -1.412
C -0.6967 -2.9386 -5.1927 -1.327
H 0.6253 -6.1173 -0.1963 0.394
H 1.5004 -4.9880 -1.1312 0.255
H 0.5534 -6.2187 -1.9824 0.292
H -1.5921 -4.8003 -1.4527 0.403
H 0.2242 -3.6712 0.7861 0.278
H -0.7529 -5.0519 1.0161 0.543
H -1.4482 -3.4729 0.8778 0.210
H -2.6434 -2.3019 -2.7446 0.567
H -1.4430 -0.9619 -2.7374 0.042
H -1.0808 3.7748 -2.0547 0.664
H -0.3225 2.1202 -2.2858 -0.040
H 2.5007 5.0713 -0.0080 0.515
H 0.3334 6.3029 -1.1798 0.313
H 1.2821 6.9420 0.1621 0.390
H -0.2838 6.0792 0.4868 0.345
H 0.1900 3.4987 1.3115 -0.015
H 1.1918 4.7488 2.1481 0.525
H 1.9303 3.3092 1.5616 -0.415
H 2.7288 6.3309 -4.0363 0.381
H 3.5666 3.5332 -3.2890 -0.042
H 4.4079 4.9756 -2.8383 0.320
H 4.7018 4.3061 -4.4466 0.332
H 0.6917 4.7054 -4.7927 0.303
H 1.7481 3.3983 -5.0353 0.214
H 1.4505 -0.1691 -4.1224 0.103
H -2.0645 4.9867 0.6294 -0.082
H -4.4150 5.5952 0.3559 0.476
H -5.8710 4.0921 -1.1262 0.462
H -5.3258 1.6426 -1.2053 0.401
H -5.6559 0.2452 1.8635 0.521
H -6.8610 -1.8808 1.5282 0.354
H -6.3853 -3.2020 -0.6255 0.444
H -4.3491 -2.9710 -1.6783 0.278
H -4.4061 2.6390 2.4744 0.415
H -4.4332 2.1115 4.9164 0.436
H -2.7950 0.6445 5.9296 0.395
H -1.1594 -0.5615 4.5084 0.215
H -0.0503 -1.8849 2.3454 -0.006
H 0.4170 -0.8675 3.3209 0.747
H 1.3486 1.3847 1.9159 -1.463
H 3.0673 -0.0255 3.9866 0.349
H 1.6216 0.8663 4.2835 0.303
H 3.1949 1.7118 3.9936 0.459
H 4.3579 0.8666 1.4029 0.405
H 3.8513 2.4038 2.0933 0.480
H 3.2445 1.9423 0.4634 0.315
H 3.2275 -5.3607 6.1218 0.291
H 0.2751 -5.0552 6.4949 0.262
H 0.7250 -3.6670 5.3262 -0.002
H -0.7831 -2.3138 3.4981 -0.030
H 2.9008 -2.4001 6.5514 0.284
H 2.5580 -2.6597 4.7908 -0.066
H 4.0887 -3.2003 5.5105 0.340
H 0.3040 -4.5770 -4.0914 0.441
H -2.7185 -4.0431 -3.7398 0.196
H -1.7977 -5.5320 -3.2878 0.298
H -2.0075 -5.1498 -4.9409 0.515
H -0.7552 -3.4880 -6.2142 0.388
H 0.0614 -2.0674 -5.2875 0.205
H -1.6386 -2.4693 -5.2154 0.380
N 7.1259 -1.2396 -3.8443 -0.512
C 6.5901 -1.3219 -2.4957 -0.695
C 4.9978 -1.2890 -1.7312 0.940
O 4.6906 -1.8656 -0.6426 -0.690
O 4.3404 -0.4061 -2.2074 -0.470
H 8.0760 -1.1814 -3.5448 0.267
H 6.9857 -1.9543 -4.5829 0.221
H 7.2930 -0.7156 -1.9159 0.302
H 6.8392 -2.3318 -1.9772 0.311
O 1.9004 -0.1525 -3.2888 -0.715
```



Which is most stable, and by how much? (a), by 6.117 eV.



(a)
The following is a DFT calculation (the ωB97M-V functional and the def2-TZVPD basis) of one molecule with the formula C2H3NO2S.

As for the LUMO energy: -0.3 eV. For the molar mass, the calculation gives 105.12 g mol⁻¹. The SMILES is O=CN(O)C=S. The HOMO energy is -9.438 eV.

```
9
Properties=species:S:1:pos:R:3:mulliken_charge:R:1
O 2.3260 -0.2667 -0.4844 -0.425
C 1.2402 0.1649 -0.7162 0.291
N 0.1575 -0.1194 0.1616 0.201
O 0.4641 -0.6817 1.3862 -0.285
C -1.0468 0.1675 -0.1886 0.057
S -2.3983 -0.1864 0.7156 -0.400
H 0.7444 0.8833 -1.5292 0.118
H -0.3892 -0.6760 1.7743 0.280
H -1.0980 0.7145 -1.1194 0.162
```



(b)
The following is a DFT calculation (the ωB97M-V functional and the def2-TZVPD basis) of one molecule with the formula C2H3NO2S.

As for the LUMO energy: -0.3 eV. For the molar mass, the calculation gives 105.12 g mol⁻¹. The SMILES is O=CONC=S. The HOMO energy is -8.754 eV.

```
9
Properties=species:S:1:pos:R:3:mulliken_charge:R:1
O 2.6809 0.3678 -0.7610 -0.443
C 2.0683 -0.5648 -0.0860 0.214
O 0.8377 -0.5912 0.8331 -0.196
N 0.2181 0.5559 0.5123 -0.131
C -1.1347 0.7743 0.1897 -0.088
S -2.3338 -0.3300 -0.3314 -0.262
H 2.4457 -1.5384 -0.1387 0.386
H 0.7961 1.5287 0.5336 0.299
H -1.1778 1.9284 0.1217 0.219
```



(c)
The following is a DFT calculation (the ωB97M-V functional and the def2-TZVPD basis) of one molecule with the formula C2H3NO2S.

As for the LUMO energy: -0.7 eV. For the molar mass, the calculation gives 105.12 g mol⁻¹. The SMILES is O=CC(=S)NO. The HOMO energy is -8.850 eV.

```
9
Properties=species:S:1:pos:R:3:mulliken_charge:R:1
O 1.0062 -0.1782 -2.4326 -0.377
C 0.8491 -0.2144 -1.2241 0.057
C -0.5473 0.0373 -0.5233 0.420
S -1.9884 -0.1006 -1.2297 -0.373
N -0.5941 0.2310 0.7551 -0.082
O 0.4487 0.3957 1.6248 -0.436
H 1.7749 -0.1914 -0.3999 0.216
H -1.5119 0.3622 1.2003 0.236
H 0.5629 -0.3416 2.2294 0.339
```



(d)
The following is a DFT calculation (the ωB97M-V functional and the def2-TZVPD basis) of one molecule with the formula C2H3NO2S.

As for the LUMO energy: -1.8 eV. For the molar mass, the calculation gives 105.12 g mol⁻¹. The SMILES is CC(=S)[N+](=O)[O-]. The HOMO energy is -9.714 eV.

```
9
Properties=species:S:1:pos:R:3:mulliken_charge:R:1
C 0.1293 0.1189 -0.0033 -0.910
C 1.5914 0.3034 -0.0065 0.241
S 2.4127 1.6877 -0.0118 -0.171
N 2.3666 -0.9586 -0.0019 0.996
O 1.7248 -1.9838 -0.0364 -0.551
O 3.5666 -0.8723 0.0369 -0.545
H -0.1770 -0.4167 0.8973 0.299
H -0.3741 1.0798 -0.0481 0.335
H -0.1728 -0.5026 -0.8479 0.305
```



Which is most stable, and by how much? (a), by 0.911 eV.



(a)
The following is a DFT calculation (the ωB97M-V functional and the def2-TZVPD basis) of one molecule with the formula C2H3NO2S.

As for the LUMO energy: -0.2 eV. For the molar mass, the calculation gives 105.12 g mol⁻¹. The SMILES is O=C(S)/C=N/O. The HOMO energy is -10.099 eV.

```
9
Properties=species:S:1:pos:R:3:mulliken_charge:R:1
O 1.2834 1.6837 -0.0060 -0.453
C 0.7175 0.6370 0.0203 0.412
S 1.6330 -0.9540 -0.0031 -0.210
C -0.7846 0.6040 0.0305 0.032
N -1.4143 -0.4969 -0.0648 -0.288
O -2.7654 -0.1477 -0.0526 -0.396
H 0.5778 -1.7582 0.1056 0.181
H -1.2953 1.5625 0.0814 0.389
H -3.2517 -0.7966 0.4804 0.333
```



(b)
The following is a DFT calculation (the ωB97M-V functional and the def2-TZVPD basis) of one molecule with the formula C2H3NO2S.

As for the LUMO energy: 0.3 eV. For the molar mass, the calculation gives 105.12 g mol⁻¹. The SMILES is C#CS(N)(=O)=O. The HOMO energy is -11.123 eV.

```
9
Properties=species:S:1:pos:R:3:mulliken_charge:R:1
C -1.4131 -1.7963 0.2971 0.030
C -0.4964 -1.0474 0.1044 -0.282
S 0.7739 0.0799 0.1486 1.040
N -0.0775 1.3377 -0.4989 -0.558
O 1.9815 -0.2509 -0.5849 -0.576
O 1.0475 0.4794 1.4993 -0.595
H -2.2030 -2.3488 -0.1509 0.329
H -0.2205 1.8380 0.3501 0.310
H 0.6076 1.7083 -1.1648 0.303
```



(c)
The following is a DFT calculation (the ωB97M-V functional and the def2-TZVPD basis) of C2H3NO2S as an isolated structure.

As for the LUMO energy: -1.4 eV. For the molar mass, the calculation gives 105.12 g mol⁻¹. The HOMO energy is -9.607 eV.

```
9
Properties=species:S:1:pos:R:3:mulliken_charge:R:1
C -0.4228 0.1299 -0.9147 -0.452
C 1.2659 -0.8891 0.7441 0.491
N 0.3715 -0.8194 -0.2657 -0.064
O 0.4225 -2.2549 0.6980 -0.358
O 2.0667 -0.6555 1.4427 -0.219
S -1.8267 1.7878 0.0467 -0.230
H 0.4138 0.8178 -0.9559 0.381
H -0.7053 -0.2939 -2.0222 0.338
H -1.5857 2.1772 1.2271 0.113
```



(d)
The following is a DFT calculation (the ωB97M-V functional and the def2-TZVPD basis) of one molecule with the formula C2H3NO2S.

As for the LUMO energy: -0.2 eV. For the molar mass, the calculation gives 105.12 g mol⁻¹. The SMILES is O=C(S)/C=N/O. The HOMO energy is -10.033 eV.

```
9
Properties=species:S:1:pos:R:3:mulliken_charge:R:1
O -2.0840 1.5299 -0.0371 -0.474
C -1.3750 0.5589 -0.0150 0.417
S -2.0952 -1.0870 -0.0255 -0.207
C 0.1480 0.6507 -0.0239 -0.020
N 0.8582 -0.4207 -0.0376 -0.290
O 2.2102 -0.1363 -0.0348 -0.392
H -0.8904 -1.7049 0.0573 0.201
H 0.5937 1.6278 0.1115 0.398
H 2.6346 -1.0183 0.0051 0.366
```



Which is most stable, and by how much? (d), by 0.183 eV.